The following is a quantum chemistry calculation of 13 unconnected molecules or ions with the total composition C27H83N13O13 in a non-equilibrium geometry, from the Open Molecules 2025 dataset.

Geometry as ORCA input:
```
! RIJCOSX wB97M-V def2-TZVPD def2/J DEFGRID3
* xyz 1 2
C 5.808 1.092 -4.794
C 5.430 0.682 -3.345
O 4.647 1.703 -2.723
H 6.385 0.298 -5.268
H 6.313 2.054 -4.883
H 4.975 1.202 -5.489
H 6.248 0.490 -2.651
H 4.880 -0.256 -3.412
H 5.231 2.459 -2.624
C -2.295 -4.149 2.445
C -2.286 -3.373 3.725
O -2.352 -4.196 4.848
H -3.193 -4.766 2.481
H -1.466 -4.832 2.261
H -2.226 -3.476 1.590
H -3.115 -2.668 3.665
H -1.368 -2.794 3.826
H -1.534 -4.699 4.847
C -6.243 0.136 -3.962
C -5.123 -0.607 -3.250
O -4.711 -0.071 -2.013
H -5.892 1.070 -4.402
H -6.907 0.393 -3.137
H -6.691 -0.363 -4.821
H -4.247 -0.693 -3.892
H -5.457 -1.619 -3.020
H -5.356 0.117 -1.328
C -1.836 0.347 -5.128
C -1.428 0.121 -3.743
O -2.043 1.197 -3.009
H -2.853 0.037 -5.369
H -1.114 -0.181 -5.750
H -1.888 1.373 -5.491
H -0.365 0.240 -3.532
H -1.918 -0.804 -3.441
H -3.001 1.230 -3.066
C 5.083 3.059 1.733
C 3.781 3.853 1.574
O 3.276 4.246 2.845
H 5.672 3.764 2.318
H 5.572 3.044 0.759
H 4.867 2.095 2.193
H 3.108 3.236 0.978
H 4.033 4.724 0.969
H 3.253 3.497 3.444
C 2.179 -3.179 -4.828
O 2.936 -3.052 -5.785
N 2.052 -2.312 -3.851
N 1.131 -3.946 -4.783
H 2.579 -1.452 -3.909
H 1.250 -2.369 -3.240
H 1.158 -4.623 -5.533
H 0.694 -4.178 -3.903
C 0.386 6.403 -1.138
O 0.166 6.825 -0.032
N 0.428 7.137 -2.164
N 0.493 5.099 -1.442
H 0.610 6.756 -3.081
H 0.340 8.138 -2.067
H 0.790 4.947 -2.395
H 0.353 4.423 -0.705
C -3.805 0.977 4.302
O -4.408 0.546 5.239
N -2.615 0.526 3.955
N -4.185 1.878 3.493
H -2.185 0.994 3.170
H -2.289 -0.310 4.419
H -3.559 2.242 2.789
H -5.018 2.445 3.570
C -1.323 3.722 1.618
O -2.114 2.783 1.743
N -1.621 4.990 1.466
N -0.065 3.488 1.590
H -2.471 5.309 1.910
H -0.776 5.540 1.517
H 0.288 2.560 1.409
H 0.657 4.191 1.667
C -5.118 -4.186 -0.603
O -5.122 -5.370 -0.518
N -4.423 -3.444 -1.447
N -5.891 -3.423 0.127
H -5.026 -2.662 -1.660
H -4.083 -4.018 -2.205
H -6.550 -3.859 0.755
H -6.020 -2.447 -0.099
C 2.289 0.212 -0.012
C 0.905 0.405 -0.580
C -0.210 -0.013 0.494
O -1.343 -0.641 -0.183
C -2.509 -0.893 0.515
N 0.845 1.838 -0.914
H 2.616 1.013 0.651
H 3.005 0.186 -0.833
H 2.433 -0.743 0.494
H 0.766 -0.218 -1.463
H -0.585 0.842 1.056
H 0.134 -0.806 1.158
H -2.489 -1.481 1.433
H -3.148 -1.458 -0.164
H -2.982 0.084 0.616
H 1.428 1.852 -1.739
H -0.110 1.957 -1.219
C -0.576 -5.714 -1.424
C -0.340 -4.275 -0.983
C 1.153 -3.925 -0.812
O 1.828 -4.841 0.013
C 3.205 -4.808 -0.262
N -0.825 -3.431 -2.086
H -0.081 -6.595 -1.016
H -0.254 -5.798 -2.462
H -1.651 -5.888 -1.461
H -0.886 -3.870 -0.131
H 1.354 -2.864 -0.666
H 1.510 -4.170 -1.812
H 3.745 -5.693 0.074
H 3.689 -3.874 0.024
H 3.458 -4.974 -1.309
H -1.034 -2.579 -1.587
H -1.698 -3.733 -2.495
C 1.429 1.110 3.566
C 1.930 1.061 5.041
C 2.742 2.266 5.480
O 4.004 2.033 4.838
C 5.034 2.777 5.456
N 0.847 1.017 5.983
H 2.170 0.932 2.788
H 1.022 2.112 3.430
H 0.612 0.399 3.438
H 2.548 0.177 5.192
H 2.812 2.429 6.556
H 2.345 3.222 5.140
H 6.057 2.546 5.162
H 5.128 2.501 6.506
H 4.826 3.847 5.449
H 0.148 0.300 5.850
H 1.230 0.862 6.904
*
```

Properties
Kohn-Sham gap (alpha / beta), eV: 9.0 / 2.8

Mulliken population analysis, charges in e, atoms 1 to 2: atom 1 (C): -1.11, atom 2 (C): -0.17


The following is a quantum chemistry calculation of 2 unconnected molecules or ions with the total composition C3HBrClF5 in a non-equilibrium geometry, from the Open Molecules 2025 dataset.

Geometry as ORCA input:
```
! RIJCOSX wB97M-V def2-TZVPD def2/J DEFGRID3
* xyz 0 1
C 0.630 0.078 1.426
C 0.272 -0.388 -0.601
C -0.976 0.305 -0.970
F 1.319 -0.046 -1.412
F 0.337 -1.742 -0.495
F -0.769 1.582 -1.143
F -1.658 -0.129 -2.104
F -1.772 0.229 0.066
Cl 0.607 -1.412 2.382
Br 2.305 0.994 1.226
H -0.295 0.528 1.623
*
```

Properties
Kohn-Sham gap, eV: 10.3
Relative energy (zero: lowest compared OMol25 entry of this formula, charge and spin), kcal/mol: 0.0

natural (NBO) population analysis, charges in e, atoms 1 to 2: atom 1 (C): -0.35, atom 2 (C): 0.63


The following is a quantum chemistry calculation of 8 unconnected molecules or ions with the total composition ClH14O7, from the Open Molecules 2025 dataset.

Geometry as ORCA input:
```
! RIJCOSX wB97M-V def2-TZVPD def2/J DEFGRID3
* xyz -1 1
Cl -0.311 0.004 -0.178
O -0.458 3.357 -0.218
H -0.493 2.416 0.028
H 0.287 3.698 0.289
O -3.273 0.823 1.002
H -2.330 0.749 0.750
H -3.293 1.527 1.657
O 2.384 -1.358 -1.201
H 3.016 -0.690 -1.487
H 1.590 -0.846 -0.919
O 0.360 0.128 -3.509
H -0.295 0.090 -2.796
H 1.104 -0.372 -3.155
O -1.441 -3.129 -0.601
H -0.827 -2.378 -0.680
H -1.969 -3.090 -1.404
O 1.497 1.813 2.054
H 1.006 1.174 1.509
H 2.256 1.316 2.376
O 0.675 -1.771 2.447
H 0.614 -1.132 1.714
H -0.100 -2.329 2.322
*
```

Properties
Kohn-Sham gap, eV: 10.2
Relative energy (zero: lowest compared OMol25 entry of this formula, charge and spin), kcal/mol: 4.2

natural (NBO) population analysis, charges in e, atoms 1 to 2: atom 1 (Cl): -0.91, atom 2 (O): -0.96


The following is a quantum chemistry calculation of a single CHF3 molecule in a non-equilibrium geometry, from the Open Molecules 2025 dataset.

Geometry as ORCA input:
```
! RIJCOSX wB97M-V def2-TZVPD def2/J DEFGRID3
* xyz 0 1
F 1.155 0.150 0.476
C -0.055 -0.296 0.144
F -0.963 0.593 0.551
F -0.126 -0.403 -1.191
H -0.263 -1.293 0.604
*
```

Properties
Kohn-Sham gap, eV: 14.9
SMILES string: FC(F)F
Relative energy (zero: lowest compared OMol25 entry of this formula, charge and spin), kcal/mol: 0.3

natural (NBO) population analysis, charges in e, atoms 1 to 2: atom 1 (F): -0.32, atom 2 (C): 0.87


The following is a quantum chemistry calculation of 2 unconnected molecules or ions with the total composition C4H10O2 in a non-equilibrium geometry, from the Open Molecules 2025 dataset.

Geometry as ORCA input:
```
! RIJCOSX wB97M-V def2-TZVPD def2/J DEFGRID3
* xyz 0 1
C 0.699 2.400 -0.143
C 0.462 0.908 -0.045
C 0.557 0.338 1.381
C -0.615 0.292 -0.886
O -1.229 0.813 -1.773
H -0.099 2.980 0.309
H 1.586 2.696 0.423
H 0.801 2.694 -1.182
H 1.337 0.401 -0.495
H 1.575 0.428 1.757
H -0.105 0.840 2.091
H 0.250 -0.707 1.444
H -0.721 -0.792 -0.653
O -0.104 -3.761 1.048
H 0.300 -4.630 0.919
H -0.399 -3.454 0.190
*
```

Properties
Kohn-Sham gap, eV: 10.5
SMILES string: CC(C)C=O.O
Relative energy (zero: lowest compared OMol25 entry of this formula, charge and spin), kcal/mol: 20.6

natural (NBO) population analysis, charges in e, atoms 1 to 2: atom 1 (C): -0.61, atom 2 (C): -0.33